1.
A structure of composition C15H13AuI2N4S2, computed with wB97M-V/def2-TZVPD.

Structure (XYZ):
```
37
Properties=species:S:1:pos:R:3:lowdin_charge:R:1
N 0.0830 2.4392 -1.0804 -0.0916
C 1.2352 2.1714 -3.3012 -0.0067
C 1.8732 -1.7629 1.5292 -0.1054
C 1.1856 -0.5879 1.8354 -0.3780
C 0.0833 4.6496 -0.8811 -0.0590
I -2.2713 -2.9946 2.2976 0.1253
N 0.6842 4.2730 -2.0616 0.1168
H 0.7315 2.4427 -4.2293 0.0942
H 1.0741 4.8912 -2.7523 0.1690
H 0.3232 -1.3433 5.0315 0.1057
N -4.1028 -1.9226 -4.2693 0.1749
C 1.4531 -2.6249 3.7342 -0.1043
H 0.8308 1.4559 1.3546 0.0417
H 2.0086 0.6570 0.2976 0.0602
S -0.7451 -1.7703 -0.3202 0.5487
C 1.0771 0.5210 0.8508 -0.2495
C 0.7646 -1.4627 4.0503 -0.1148
H 1.5522 -3.4151 4.4666 0.1043
H 2.3066 -1.8829 0.5427 0.1075
H -0.8005 3.3480 0.6567 0.1154
C -2.3669 -3.5035 -1.5739 -0.2954
C 0.6681 2.9295 -2.1572 -0.3688
I -3.4194 -3.9140 4.5184 -0.0014
H 2.5359 -3.6801 2.2127 0.1056
H -0.0284 5.6776 -0.5899 0.1191
Au -0.3419 0.4238 -0.7070 0.7326
C 0.6281 -0.4575 3.1067 -0.0771
C -2.3804 -1.2461 -2.4686 -0.7419
C -0.2879 3.4973 -0.2765 -0.1059
S -1.8820 0.4179 -2.5051 0.5905
H 2.3006 2.3784 -3.4066 0.0908
N -2.6947 -4.6053 -1.5463 0.1851
H 0.0831 0.4456 3.3579 0.1114
C 2.0040 -2.7731 2.4692 -0.0837
C -3.3288 -1.6341 -3.4703 -0.2751
C -1.9293 -2.1427 -1.5688 -0.6953
H 1.0932 1.1049 -3.1464 0.0550
```

For the HOMO-LUMO gap, the calculation gives 7.12 eV. The energy is -63290.878 eV. For the molar mass, the calculation gives 764.2 g mol⁻¹. As for the energy relative to the best compared isomer or geometry (same formula, charge and spin): 0.33 kcal/mol.

2.
A structure of composition C24H60F4Li3N2O24P4S4, computed with wB97M-V/def2-TZVPD.

Structure (XYZ):
```
125
Properties=species:S:1:pos:R:3:lowdin_charge:R:1
C -20.2004 3.4507 4.3851 -0.0540
H -21.8340 8.8702 -8.6641 0.0708
H -20.8904 3.0812 -5.3057 0.1194
S -18.1149 -2.1780 -1.3694 0.4178
O -22.0563 4.2882 -6.6527 -0.2165
H -14.6249 -10.3293 -9.2223 0.1150
H -19.3152 5.8593 -1.8368 0.0713
S -10.7434 -1.6092 2.7559 0.5267
O -17.4263 -5.2799 4.9631 -0.2881
C -14.5771 -9.6376 -11.2359 -0.0776
O -14.4749 -6.3147 -8.1621 -0.1982
C -19.9894 6.4017 -1.1740 -0.0475
H -25.9532 2.6593 -4.6823 0.0796
C -22.3648 6.6498 -8.5822 -0.3017
H -16.7510 -4.8661 9.6424 0.0715
Li -16.6497 -9.0197 -3.3752 0.9793
H -12.2999 -5.4932 -9.6376 0.0885
H -22.3295 6.2778 -9.6062 0.1225
C -13.9761 -9.7368 -9.8673 -0.2768
O -12.3189 -1.9772 5.3563 -0.2982
H -27.0421 1.8653 -5.9797 0.0821
H -18.9042 -3.8988 7.8142 0.1171
H -22.1627 -4.4513 5.3542 0.0778
N -12.4525 -1.6723 2.8806 -0.3103
O -15.6759 -8.3838 -7.4835 -0.2928
O -11.8555 0.2716 4.5019 -0.2465
O -18.5940 4.9678 0.1270 -0.1853
H -18.9383 6.9166 0.7059 0.1074
C -21.4820 3.0667 -6.2210 -0.2644
H -21.0287 6.1257 -1.3528 0.0783
C -17.9777 -4.4662 7.9023 -0.3384
C -16.0989 6.4474 1.6591 -0.2071
P -17.8520 4.4057 1.5120 0.5972
H -24.7108 2.1129 -6.6037 0.1059
H -18.6865 2.2021 3.2554 0.1203
P -23.3481 4.4537 -7.6351 0.6259
C -22.6619 8.1670 -8.5744 -0.0715
H -20.6712 2.6864 -8.2417 0.0718
H -20.5758 4.4738 4.3608 0.0791
C -18.9030 3.2184 3.5845 -0.3417
O -23.3826 6.0942 -7.8263 -0.1876
H -16.3663 6.7409 0.6439 0.1117
H -27.1011 3.4931 -5.6085 0.0718
O -24.7233 4.1800 -6.6759 -0.1810
H -12.9932 -10.1958 -9.9736 0.1273
F -10.7653 -2.5677 1.4483 -0.2521
S -12.3849 -1.0394 4.2048 0.3757
H -20.3112 -6.0468 3.5671 0.1188
H -25.9037 2.8740 -7.7441 0.1234
H -16.2849 -4.8797 -8.9628 0.0525
H -20.2855 5.9035 0.8844 0.1130
C -15.9260 7.5696 2.7074 -0.0617
C -12.0533 -6.2731 -8.9171 -0.0754
S -16.5001 -3.4357 -2.6237 0.6125
H -22.1798 -4.4596 3.5245 0.0739
N -16.7356 -2.6526 -1.0818 -0.3402
H -19.6680 7.3815 -1.5272 0.0715
H -12.6495 -6.5934 -6.9207 0.1135
H -18.5126 -8.1412 7.9306 0.1205
O -16.8537 3.3102 1.2132 -0.2858
H -15.0726 8.2233 2.5272 0.0745
H -19.8912 3.7697 -7.2406 0.0775
P -18.4213 -5.9669 5.8930 0.4617
H -17.2894 -3.9282 7.2505 0.1202
H -17.7254 -9.9330 5.7983 0.0733
O -18.2527 -1.0207 -2.2354 -0.2758
H -19.8013 -9.0058 6.7740 0.1207
H -19.5881 2.0862 -6.8969 0.0776
O -10.1040 -0.4269 2.1858 -0.2566
H -18.5542 -5.1070 9.8015 0.0816
H -17.2585 -4.6002 -10.4285 0.0703
C -20.3643 2.7885 -7.2008 -0.0833
C -17.3732 -6.7290 -9.6627 -0.1980
H -21.4374 -6.6429 4.7283 0.1167
Li -15.0380 -3.7970 1.7403 0.9117
H -15.4742 -9.0186 -11.2465 0.0623
H -18.4965 -10.5439 7.2781 0.0777
H -20.9985 -3.6188 4.3717 0.0731
O -19.1820 -3.2747 -1.4276 -0.3255
O -19.1206 3.9186 2.4599 -0.1988
O -13.7899 -8.4629 -9.3054 -0.1969
F -14.9643 -3.4384 -2.3044 -0.2227
O -23.1496 3.6272 -8.9075 -0.2714
C -19.4289 6.0672 0.2306 -0.3215
H -17.8355 -7.1967 -8.7934 0.0966
O -19.9756 -5.6023 5.6769 -0.1832
H -11.8939 -7.2745 -9.3168 0.0694
H -16.8000 8.2148 2.7972 0.0783
H -23.2821 8.5549 -7.7663 0.0781
F -13.9776 -0.6859 4.1866 -0.2590
H -19.9784 3.2503 5.4332 0.0740
H -23.2331 8.4004 -9.4729 0.0666
C -21.5842 -4.5359 4.4343 -0.0678
F -18.4382 -1.5623 0.0563 -0.2003
H -17.6535 -3.5058 9.9336 0.0790
O -16.0074 -7.1698 -9.9347 -0.2277
H -14.6744 -10.5332 -11.8495 0.0878
H -13.9538 -9.0200 -11.8826 0.0849
O -16.8715 -4.9101 -2.5991 -0.3424
H -11.0739 -6.0631 -8.4872 0.0821
H -13.2001 -5.0869 -7.4990 0.1190
C -17.7464 -4.4720 9.4377 -0.0392
C -18.0045 -9.6847 6.8222 -0.0982
H -21.4064 6.6340 -8.0632 0.1133
C -20.7372 -5.8276 4.5462 -0.2918
Li -14.4109 -0.7043 0.1840 0.8989
C -17.2192 -5.1190 -9.4706 -0.0370
H -22.3172 2.3663 -6.2262 0.1071
H -18.0528 -4.8994 -8.8034 0.0650
P -15.0566 -7.7064 -8.6760 0.4953
C -13.0730 -6.1242 -7.8087 -0.2466
O -18.1880 -5.6926 7.4282 -0.1637
H -15.3625 5.6438 1.6528 0.1110
O -18.5306 -7.5367 5.8391 -0.1783
H -20.9800 2.8483 3.9188 0.0762
H -18.0399 -6.9770 -10.4886 0.1092
C -25.3773 2.9543 -6.7931 -0.3337
H -15.7492 7.0566 3.6528 0.0793
O -16.6083 -2.6509 -3.8084 -0.2231
O -9.9760 -2.4642 3.5166 -0.2001
O -17.2225 5.7238 2.2989 -0.2524
C -26.3799 2.6794 -5.6851 -0.0822
H -17.0185 -9.6020 7.2796 0.0715
H -18.0789 3.5531 4.2145 0.1193
C -18.8983 -8.4214 6.9504 -0.1945
```

For the HOMO-LUMO gap, the calculation gives 6.00 eV. The energy is -169954.989 eV. As for the total charge: +1. For the molar mass, the calculation gives 1109.7 g mol⁻¹. As for the energy relative to the best compared isomer or geometry (same formula, charge and spin): 375.56 kcal/mol.

3.
An isolated molecule of C5H5NO, computed with wB97M-V/def2-TZVPD.

Structure (XYZ):
```
12
Properties=species:S:1:pos:R:3:lowdin_charge:R:1
H -0.4391 -1.3006 -1.0190 0.1276
H 0.8975 0.6472 -1.9132 0.1572
O 2.8428 0.6556 0.2348 0.1018
H 0.1221 -0.7096 1.7175 0.1471
C -0.1526 -0.4593 -0.3787 -0.2569
C 0.7360 -0.6846 0.7734 -0.0493
C 1.7453 0.2121 0.0628 -0.4925
H -3.4866 1.5192 0.7415 0.0081
H 1.3025 -1.5788 0.4941 0.1331
N 0.8598 0.3572 -0.9485 0.1026
C -1.6949 0.4368 -0.0863 -0.0052
C -2.7327 0.9048 0.3216 0.0264
```

For the HOMO-LUMO gap, the calculation gives 10.96 eV. The energy is -8799.481 eV. The structure (SMILES) is C#C[C@@H]1CC(=O)N1. For the molar mass, the calculation gives 95.1 g mol⁻¹. As for the energy relative to the best compared isomer or geometry (same formula, charge and spin): 90.81 kcal/mol.

4.
A cluster of 2 separate species, C4H14N3 in total, computed with wB97M-V/def2-TZVPD.

Structure (XYZ):
```
21
Properties=species:S:1:pos:R:3:lowdin_charge:R:1
C 1.4525 1.7906 -1.5141 -0.1085
N 0.2040 -1.2255 -0.1765 0.1929
H -0.3786 -0.7666 -0.8785 0.1245
C -0.3686 -1.0070 1.2241 -0.1289
H -0.5327 1.8293 -2.2647 0.1125
H 2.8670 0.3534 -1.7851 0.1583
C 0.3601 1.2225 -2.1782 0.1872
H -2.3565 -1.7710 0.7847 0.1331
C -1.8766 -0.8754 1.1803 -0.2713
H 0.1097 -0.1137 1.6270 0.1329
H -0.0398 -1.8332 1.8519 0.1464
H 0.2215 -2.2167 -0.4349 0.1868
H -3.2803 -0.6402 2.6714 0.0965
H 1.3764 2.7700 -1.0500 0.1606
N 2.6498 1.2627 -1.3894 0.2464
H 3.2687 1.6481 -0.6795 0.1705
H -2.1690 0.0302 0.6281 0.1192
H 0.4235 0.2841 -2.7193 0.1050
N -2.2774 -0.7539 2.5853 0.0181
H -1.8769 0.0996 2.9653 0.0845
H 1.1392 -0.8356 -0.2533 0.1332
```

Its spin multiplicity is 2. For the HOMO-LUMO gap (spin up / spin down), the calculation gives 8.10 / 4.42 eV. The energy is -8826.312 eV. As for the total charge: +2. For the molar mass, the calculation gives 104.2 g mol⁻¹. As for the energy relative to the best compared isomer or geometry (same formula, charge and spin): 29.97 kcal/mol.

- Among the records above, which one has the lowest energy?
  C24H60F4Li3N2O24P4S4